Formula: C8H18N3
Source: the OMol25 dataset
Level of theory: wB97M-V/def2-TZVPD

Calculated values
Lowest unoccupied orbital energy: -0.1177 hartree
Total charge: +1
Energy relative to the best compared isomer or geometry (same formula, charge and spin): 65.2 kcal/mol

Geometry as XYZ:
```
29
C8H18N3 wB97M-V/def2-TZVPD
C -0.16 -2.68 1.34
C 0.58 -0.74 -0.12
C -0.18 -1.52 0.74
C 3.70 0.14 -0.77
C -1.53 1.89 -0.45
C -2.52 -0.09 -1.42
C 2.43 0.86 -0.40
C -1.96 -0.19 0.85
N 1.54 0.06 0.41
N -1.52 0.42 2.01
N -2.10 0.56 -0.22
H -0.87 -2.95 2.08
H 0.67 -3.40 1.26
H 0.48 -0.45 -1.25
H 4.03 -0.13 0.16
H 3.44 -0.72 -1.38
H 4.35 0.66 -1.39
H -2.29 2.49 -1.04
H -1.27 2.44 0.40
H -0.59 1.70 -1.01
H -1.77 0.00 -2.28
H -2.52 -1.21 -1.20
H -3.48 0.22 -1.83
H 1.93 1.19 -1.33
H 2.72 1.69 0.09
H -2.63 -1.07 0.98
H -1.59 -0.01 2.98
H -1.01 1.34 1.98
H 1.96 -0.15 1.33
```

Formula: C8H18N3O
Source: the OMol25 dataset
Level of theory: wB97M-V/def2-TZVPD

Calculated values
Lowest unoccupied orbital energy (alpha / beta): -0.1179 / -0.1347 hartree
Total charge: +1
Energy relative to the best compared isomer or geometry (same formula, charge and spin): 89.3 kcal/mol

Geometry as XYZ:
```
30
C8H18N3O wB97M-V/def2-TZVPD
C -2.74 0.97 -0.69
C -2.15 2.07 -0.26
C -0.35 0.68 0.68
C 0.49 -2.38 0.19
C 3.27 0.54 -0.43
C 0.61 -1.17 -0.85
C 2.06 0.45 0.58
C 0.72 0.28 -0.23
N -2.24 -0.26 -0.47
N -2.86 -1.38 -0.09
N -0.90 2.01 0.52
O -0.51 0.43 2.04
H -3.62 1.03 -1.20
H -2.39 3.04 -0.81
H -0.45 -2.35 0.75
H 0.38 -3.21 -0.49
H 1.48 -2.56 0.56
H 2.88 0.24 -1.32
H 4.16 -0.06 -0.25
H 3.79 1.48 -0.41
H -0.28 -1.25 -1.52
H 1.47 -1.32 -1.45
H 1.94 1.15 1.41
H 2.15 -0.40 1.19
H 0.65 0.91 -1.07
H -2.42 -2.15 -0.59
H -3.82 -1.41 0.16
H -0.28 2.53 0.01
H -0.95 2.47 1.52
H -0.10 -0.38 2.53
```

Formula: C8H18N3O2Re
Source: the OMol25 dataset
Level of theory: wB97M-V/def2-TZVPD

Calculated values
2S+1: 2
Lowest unoccupied orbital energy (alpha / beta): -0.4987 / -0.4873 hartree
Total charge: +3

Geometry as XYZ:
```
32
C8H18N3O2Re wB97M-V/def2-TZVPD
Re 0.52 -0.43 0.34
C -2.15 0.54 1.06
C -2.51 -0.41 -0.08
N -1.28 -1.22 -0.46
C -1.02 -1.34 -1.95
C -0.51 0.00 -2.48
N 0.54 0.57 -1.52
C 0.37 2.04 -1.23
C -0.83 2.22 -0.32
N -0.80 1.15 0.77
H -2.07 0.00 2.01
H -2.91 1.31 1.18
H -2.87 0.11 -0.97
H -3.30 -1.09 0.23
H -1.42 -2.17 -0.11
H -1.92 -1.67 -2.47
H -0.27 -2.13 -2.08
H -1.32 0.72 -2.56
H -0.07 -0.12 -3.46
H 1.45 0.46 -1.97
H 0.26 2.61 -2.16
H 1.29 2.38 -0.74
H -1.77 2.11 -0.86
H -0.83 3.21 0.13
H -0.50 1.62 1.63
C 4.04 -1.28 2.81
C 2.80 -1.99 2.52
O 2.24 -2.95 2.74
O 1.80 -0.90 1.36
H 4.60 -1.92 3.49
H 3.83 -0.31 3.28
H 4.61 -1.12 1.89
```

Formula: C8H18NO2PS
Source: the OMol25 dataset
Level of theory: wB97M-V/def2-TZVPD

Calculated values
Structure (SMILES): CN(C)[P@@]1(=S)OC(C)(C)C[C@]1(C)O
Lowest unoccupied orbital energy: 0.0255 hartree
Total charge: 0
Energy relative to the best compared isomer or geometry (same formula, charge and spin): 76.8 kcal/mol

Geometry as XYZ:
```
31
C8H18NO2PS wB97M-V/def2-TZVPD
C -1.56 -1.45 2.00
N -1.54 -1.07 0.56
C -2.68 -1.64 -0.06
P -1.32 0.62 0.27
S -2.81 1.80 0.60
O 0.35 1.06 1.11
C 1.49 0.76 0.37
C 2.10 -0.53 0.92
C 2.44 1.94 0.60
C 1.08 0.55 -1.14
C -0.39 0.90 -1.42
C -0.93 0.23 -2.73
O -0.55 2.27 -1.63
H -1.70 -2.58 2.15
H -0.54 -1.15 2.45
H -2.35 -1.02 2.51
H -3.07 -0.85 -0.84
H -2.41 -2.42 -0.63
H -3.50 -1.94 0.69
H 3.06 -0.87 0.42
H 1.26 -1.29 1.10
H 2.45 -0.25 1.92
H 2.36 2.37 1.68
H 2.40 2.65 -0.20
H 3.54 1.52 0.62
H 1.61 1.22 -1.72
H 1.32 -0.47 -1.39
H -1.86 0.60 -3.03
H -0.97 -0.91 -2.40
H -0.18 0.52 -3.48
H -0.25 2.86 -0.83
```

Formula: C8H18NO3S
Source: the OMol25 dataset
Level of theory: wB97M-V/def2-TZVPD

Calculated values
Structure (SMILES): CC(C)C[NH2+][C@H]1CS(=O)(=O)C[C@H]1O
Lowest unoccupied orbital energy: -0.1026 hartree
Total charge: +1
Energy relative to the best compared isomer or geometry (same formula, charge and spin): 0.0 kcal/mol

Geometry as XYZ:
```
31
C8H18NO3S wB97M-V/def2-TZVPD
C 2.61 1.53 -0.64
C 2.83 0.34 0.28
C 4.33 0.08 0.45
C 2.20 -0.93 -0.28
N 0.72 -0.87 -0.44
C -0.11 -0.95 0.79
C -0.48 0.42 1.32
S -1.61 0.98 -0.01
O -2.50 2.02 0.35
O -0.74 1.17 -1.16
C -2.42 -0.64 -0.20
C -1.45 -1.67 0.40
O -1.09 -2.68 -0.51
H 3.05 1.34 -1.61
H 3.09 2.41 -0.22
H 1.56 1.77 -0.78
H 2.42 0.54 1.27
H 4.80 -0.14 -0.51
H 4.82 0.96 0.87
H 4.51 -0.76 1.12
H 2.44 -1.79 0.35
H 2.62 -1.12 -1.27
H 0.42 -1.69 -1.00
H 0.41 0.00 -0.96
H 0.42 -1.56 1.52
H -1.03 0.37 2.25
H 0.36 1.11 1.41
H -3.37 -0.59 0.32
H -2.59 -0.82 -1.26
H -1.87 -2.10 1.31
H -1.82 -3.28 -0.66
```

Formula: C8H18NOSi
Source: the OMol25 dataset
Level of theory: wB97M-V/def2-TZVPD

Calculated values
Structure (SMILES): C[Si@@]1(C/C=C/[NH3+])CCCCO1
Lowest unoccupied orbital energy: -0.1376 hartree
Total charge: +1
Energy relative to the best compared isomer or geometry (same formula, charge and spin): 0.0 kcal/mol

Geometry as XYZ:
```
29
C8H18NOSi wB97M-V/def2-TZVPD
C -0.93 0.72 2.33
Si -0.03 -0.20 0.90
C 1.33 0.85 0.11
C 1.11 1.78 -1.10
C 1.77 2.87 -1.49
N 1.48 3.47 -2.83
C 0.57 -1.91 1.48
C -0.63 -2.88 1.18
C -1.52 -2.70 -0.10
C -2.02 -1.32 -0.52
O -1.05 -0.30 -0.34
H -1.67 0.01 2.90
H -0.28 1.27 2.97
H -1.62 1.37 1.94
H 2.07 0.14 -0.38
H 2.16 1.33 0.73
H 0.34 1.56 -1.84
H 2.64 3.17 -0.92
H 1.23 2.67 -3.48
H 2.36 3.82 -3.34
H 0.86 4.34 -2.74
H 0.65 -2.08 2.54
H 1.47 -2.28 1.03
H -1.29 -2.69 1.94
H -0.36 -3.90 1.34
H -0.92 -2.95 -0.91
H -2.35 -3.49 0.08
H -2.48 -1.44 -1.54
H -2.89 -1.25 0.06
```

Formula: C8H18O5
Source: the OMol25 dataset
Level of theory: wB97M-V/def2-TZVPD

Calculated values
2S+1: 2
Lowest unoccupied orbital energy (alpha / beta): 0.0990 / 0.0944 hartree
Total charge: -1
Energy relative to the best compared isomer or geometry (same formula, charge and spin): 48.8 kcal/mol

Geometry as XYZ:
```
31
C8H18O5 wB97M-V/def2-TZVPD
C 0.32 -1.28 1.32
C 0.82 -2.49 1.22
C -1.35 -1.75 -0.30
C -0.82 -0.73 0.47
C -1.03 0.58 0.13
C -1.83 0.94 -1.00
C -2.46 -0.09 -1.66
C -2.19 -1.45 -1.36
H 0.84 -0.52 1.98
H 1.52 -3.13 1.94
H 0.64 -3.29 0.47
H -1.05 -2.90 -0.13
H -0.49 1.36 0.80
H -1.92 1.98 -1.34
H -2.96 0.06 -2.70
H -2.54 -2.24 -2.02
H 0.30 2.56 2.97
H 0.79 3.41 1.71
O 1.14 3.00 2.67
H -1.90 3.76 1.62
H -2.87 2.42 1.46
O -2.08 2.77 1.47
H 2.69 1.28 0.18
H 2.47 1.58 1.66
O 2.49 0.92 0.97
H 1.84 -1.97 -1.08
H 2.51 -0.84 -0.49
O 2.55 -1.43 -1.18
H 1.49 -1.28 -2.66
H 1.94 -0.38 -3.70
O 1.11 -0.84 -3.44
```

Formula: C8H18OSi2
Source: the OMol25 dataset
Level of theory: wB97M-V/def2-TZVPD

Calculated values
Lowest unoccupied orbital energy (alpha / beta): -0.0079 / 0.0075 hartree
Total charge: 0
Energy relative to the best compared isomer or geometry (same formula, charge and spin): 102.0 kcal/mol

Geometry as XYZ:
```
29
C8H18OSi2 wB97M-V/def2-TZVPD
C -1.75 -0.82 -0.71
C -0.96 0.20 -1.05
C -2.97 -0.86 0.17
C -1.23 1.61 -0.41
C -3.38 0.60 0.39
C -2.21 1.43 0.80
C 4.51 -1.76 0.25
C 2.28 -0.02 1.81
O 1.12 1.53 -2.52
Si 0.47 0.05 -2.23
Si 2.62 -1.55 0.64
H -1.54 -1.82 -1.10
H -3.77 -1.46 -0.34
H -2.57 -1.38 1.03
H -0.35 2.25 -0.09
H -1.72 2.33 -1.11
H -3.85 0.95 -0.52
H -4.07 0.58 1.24
H -1.56 1.07 1.56
H -2.43 2.47 1.15
H 4.96 -0.95 0.76
H 5.19 -2.60 0.36
H 4.47 -1.41 -0.82
H 2.41 0.98 1.34
H 1.15 0.03 2.09
H 2.96 -0.37 2.70
H 0.45 2.19 -2.70
H -0.05 -0.44 -3.45
H 1.83 -2.83 0.76
```

Formula: C8H19BFN3O5S
Source: the OMol25 dataset
Level of theory: wB97M-V/def2-TZVPD

Calculated values
Structure (SMILES): CCB(O)N(N(C)C(C)=O)S(=O)(=O)F.CNC(C)=O
Lowest unoccupied orbital energy: 0.0169 hartree
Total charge: 0

Geometry as XYZ:
```
38
C8H19BFN3O5S wB97M-V/def2-TZVPD
C 1.81 -1.76 2.65
C 0.73 -2.35 1.71
B -0.10 -1.18 1.08
O 0.48 0.04 0.90
N -1.51 -1.30 0.61
N -2.25 -0.08 0.60
C -3.09 0.11 -0.59
C -2.89 0.23 1.85
C -2.01 0.78 2.92
O -4.07 0.07 2.00
S -2.30 -2.68 1.12
O -2.48 -2.71 2.53
O -1.72 -3.79 0.45
F -3.68 -2.40 0.48
H 2.26 -2.54 3.26
H 2.60 -1.29 2.07
H 1.39 -0.98 3.28
H 1.23 -2.90 0.92
H 0.14 -3.05 2.30
H 0.26 0.39 0.02
H -2.74 -0.57 -1.36
H -4.14 -0.11 -0.40
H -2.97 1.12 -0.97
H -1.19 1.36 2.51
H -1.58 -0.06 3.48
H -2.61 1.37 3.61
C 3.41 3.26 -3.42
N 2.45 2.80 -2.43
C 1.81 1.61 -2.37
C 2.09 0.60 -3.46
O 1.02 1.37 -1.47
H 4.36 3.49 -2.94
H 3.04 4.16 -3.90
H 3.57 2.50 -4.17
H 2.21 3.42 -1.67
H 1.50 -0.29 -3.27
H 1.82 1.01 -4.44
H 3.15 0.33 -3.47
```

Formula: C8H19BNO9V
Source: the OMol25 dataset
Level of theory: wB97M-V/def2-TZVPD

Calculated values
2S+1: 2
Lowest unoccupied orbital energy (alpha / beta): 0.2041 / 0.2041 hartree
Total charge: -3
Energy relative to the best compared isomer or geometry (same formula, charge and spin): 61.2 kcal/mol

Geometry as XYZ:
```
39
C8H19BNO9V wB97M-V/def2-TZVPD
O 0.11 -2.00 1.21
V -0.69 -2.31 2.53
C -0.05 -0.86 4.76
O -1.10 -0.73 4.03
O 0.76 -1.61 4.10
O -0.19 -1.20 5.98
C -0.16 -4.89 3.40
O -0.01 -4.49 2.20
O 0.86 -5.13 4.17
O -0.92 -4.04 3.99
B -2.85 -1.97 1.71
H -3.27 -2.13 2.77
H -3.76 -1.79 1.04
H -2.25 -1.03 1.80
H -2.25 -2.84 1.36
C -2.03 -1.26 -2.80
O -1.62 0.04 -2.49
C -0.58 0.09 -1.55
C -0.02 1.43 -1.22
N 0.65 2.03 -2.39
C 0.90 3.43 -2.14
C 2.33 3.85 -2.45
O 3.09 3.63 -1.27
C 3.54 2.31 -0.93
H -2.82 -1.21 -3.56
H -2.42 -1.83 -1.96
H -1.22 -1.82 -3.27
H 0.26 -0.54 -1.87
H -1.03 -0.24 -0.62
H 0.73 1.22 -0.45
H -0.82 2.05 -0.81
H -0.06 1.89 -3.11
H 0.67 3.75 -1.12
H 0.17 4.05 -2.69
H 2.51 4.92 -2.58
H 2.68 3.34 -3.35
H 3.36 2.27 0.15
H 4.58 2.20 -1.24
H 2.95 1.46 -1.30
```

Formula: C8H19ClOP
Source: the OMol25 dataset
Level of theory: wB97M-V/def2-TZVPD

Calculated values
Lowest unoccupied orbital energy: -0.1083 hartree
Total charge: +1

Geometry as XYZ:
```
30
C8H19ClOP wB97M-V/def2-TZVPD
C -2.63 0.76 2.04
C -1.66 -0.41 2.25
C -0.23 -0.17 1.74
P -0.03 -0.20 -0.03
O -0.57 1.21 -0.54
C -0.98 -1.51 -0.80
C -0.80 -1.67 -2.31
C 1.72 -0.36 -0.50
Cl 2.30 -1.83 0.36
C 2.60 0.86 -0.21
C 2.50 1.94 -1.28
H -2.32 1.42 1.23
H -2.70 1.37 2.94
H -3.64 0.41 1.81
H -1.57 -0.63 3.31
H -2.05 -1.33 1.81
H 0.46 -0.92 2.13
H 0.14 0.81 2.07
H -0.74 1.31 -1.48
H -0.72 -2.43 -0.27
H -2.02 -1.29 -0.56
H 0.25 -1.78 -2.60
H -1.32 -2.56 -2.65
H -1.22 -0.82 -2.86
H 1.76 -0.61 -1.56
H 2.37 1.26 0.78
H 3.62 0.50 -0.17
H 2.76 1.55 -2.26
H 3.20 2.75 -1.06
H 1.51 2.40 -1.34
```

Formula: C8H19NO
Source: the OMol25 dataset
Level of theory: wB97M-V/def2-TZVPD

Calculated values
Structure (SMILES): CNC(C)=O.CCCCC
Lowest unoccupied orbital energy: 0.0283 hartree
Total charge: 0
Energy relative to the best compared isomer or geometry (same formula, charge and spin): 96.1 kcal/mol

Geometry as XYZ:
```
29
C8H19NO wB97M-V/def2-TZVPD
C 0.41 2.84 -0.17
N -0.39 1.82 0.42
C 0.08 0.85 1.29
C -1.10 0.10 2.04
O 1.30 0.64 1.32
H 1.38 2.61 0.17
H 0.50 2.62 -1.26
H 0.17 3.80 0.33
H -1.34 2.15 0.45
H -2.12 0.63 1.72
H -0.79 -0.16 3.20
H -1.34 -1.03 1.52
C -0.20 -3.21 0.55
C 0.55 -2.20 -0.21
C -0.26 -1.26 -0.95
C 0.55 -0.18 -1.74
C -0.58 0.76 -2.27
H -0.79 -2.74 1.19
H -0.88 -3.89 -0.06
H 0.52 -3.82 1.17
H 1.50 -2.63 -0.81
H 1.11 -1.64 0.60
H -0.80 -1.75 -1.71
H -0.90 -0.86 -0.25
H 1.10 -0.76 -2.54
H 1.29 0.45 -1.31
H -1.54 0.73 -1.44
H -0.34 1.84 -2.68
H -1.14 0.36 -3.01
```

Formula: C8H19NO
Source: the OMol25 dataset
Level of theory: wB97M-V/def2-TZVPD

Calculated values
Lowest unoccupied orbital energy: 0.0200 hartree
Total charge: 0
Energy relative to the best compared isomer or geometry (same formula, charge and spin): 152.8 kcal/mol

Geometry as XYZ:
```
29
C8H19NO wB97M-V/def2-TZVPD
C -2.63 -1.64 -0.51
C -2.30 -0.30 0.10
C -1.61 2.06 -0.28
C 1.96 -0.07 -0.02
C 1.41 -0.59 1.33
C 3.31 -0.95 -0.31
C 2.19 1.35 0.33
C 0.98 -0.23 -1.27
H -2.96 -1.53 -1.76
H -3.75 -1.92 0.21
H -1.64 -2.36 -0.09
H -1.46 0.30 -1.47
H -1.70 2.20 0.86
H -0.65 2.44 -0.50
H -2.50 2.45 -0.98
H 1.05 -1.76 1.23
H 2.25 -0.62 2.05
H 0.59 -0.02 1.68
H 3.90 -0.19 -1.02
H 3.90 -1.12 0.75
H 3.08 -1.97 -0.98
H 3.25 1.78 -0.25
H 2.66 1.16 1.36
H 1.30 1.93 0.51
H 0.13 0.56 -1.23
H 1.68 -0.14 -2.10
H 0.61 -1.37 -1.20
N -1.39 0.58 -0.54
O -2.48 -0.21 1.31
```

Formula: C8H19NO
Source: the OMol25 dataset
Level of theory: wB97M-V/def2-TZVPD

Calculated values
Structure (SMILES): CC(C)N(CCO)C(C)C
Lowest unoccupied orbital energy: 0.0289 hartree
Total charge: 0
Energy relative to the best compared isomer or geometry (same formula, charge and spin): 72.5 kcal/mol

Geometry as XYZ:
```
29
C8H19NO wB97M-V/def2-TZVPD
C 2.01 -0.97 -1.09
C 0.73 -1.32 -0.33
C 1.17 -2.00 0.95
N -0.20 -0.20 0.00
C -1.59 -0.54 -0.39
C -2.70 0.18 0.24
O -3.77 -0.68 0.01
C 0.12 1.20 0.22
C 0.44 2.11 -1.01
C 1.17 1.44 1.39
H 1.64 -0.54 -2.09
H 2.51 -1.95 -1.25
H 2.73 -0.25 -0.67
H 0.25 -2.21 -0.81
H 2.08 -2.56 0.66
H 0.46 -2.61 1.45
H 1.33 -1.19 1.66
H -1.76 -1.67 -0.26
H -1.58 -0.44 -1.48
H -2.77 1.20 -0.20
H -2.58 0.26 1.42
H -4.57 -0.24 -0.35
H -0.72 1.63 0.78
H 0.99 1.39 -1.67
H -0.49 2.40 -1.51
H 0.92 3.01 -0.70
H 0.74 1.09 2.39
H 2.11 0.97 1.18
H 1.33 2.49 1.49
```

Formula: C8H19NO
Source: the OMol25 dataset
Level of theory: wB97M-V/def2-TZVPD

Calculated values
Lowest unoccupied orbital energy (alpha / beta): 0.0275 / 0.0241 hartree
Total charge: 0
Energy relative to the best compared isomer or geometry (same formula, charge and spin): 169.6 kcal/mol

Geometry as XYZ:
```
29
C8H19NO wB97M-V/def2-TZVPD
C -1.43 1.44 -0.51
C 0.58 0.60 -0.40
C -0.85 0.10 -0.42
C -1.67 2.24 0.73
C -1.88 2.02 -1.80
N 1.22 1.13 0.73
H 0.93 1.07 -1.32
H 1.33 2.13 0.75
H 0.86 0.78 1.61
H -1.01 -0.52 -1.31
H -1.05 -0.48 0.49
H -1.62 1.38 -2.65
H -2.97 2.16 -1.81
H -2.67 2.69 0.71
H -1.59 1.64 1.64
H -0.96 3.08 0.84
H -1.45 3.02 -1.99
C 1.82 -1.20 -0.73
C 0.87 -1.99 1.22
C 0.14 -3.26 0.92
O 3.03 -0.71 -0.28
H 2.84 0.11 0.20
H 1.84 -2.29 -0.76
H 1.57 -0.93 -1.76
H 1.91 -2.08 1.51
H 0.34 -1.30 1.88
H 0.61 -3.80 0.09
H 0.16 -3.95 1.77
H -0.90 -3.08 0.66
```

Formula: C8H19NO3S
Source: the OMol25 dataset
Level of theory: wB97M-V/def2-TZVPD

Calculated values
Structure (SMILES): CC[C@H](C)[C@]1(C)OS1(=O)=O.CNC
Lowest unoccupied orbital energy: 0.0228 hartree
Total charge: 0
Energy relative to the best compared isomer or geometry (same formula, charge and spin): 57.0 kcal/mol

Geometry as XYZ:
```
32
C8H19NO3S wB97M-V/def2-TZVPD
C -2.15 0.36 -2.15
C -1.12 0.96 -1.24
C -0.98 0.78 0.27
C -1.86 1.85 1.04
C 0.48 1.05 0.62
C 0.89 0.97 2.09
O 0.90 2.32 0.08
S 1.94 1.11 -0.30
O 3.25 1.28 0.25
O 2.00 0.73 -1.77
H -1.92 0.58 -3.14
H -2.39 -0.75 -2.27
H -3.23 0.63 -1.90
H -1.30 1.93 -1.44
H -0.14 0.71 -1.61
H -1.37 -0.13 0.66
H -2.12 1.57 2.14
H -1.51 2.87 0.90
H -2.79 1.89 0.54
H 0.11 1.21 2.78
H 1.16 -0.06 2.32
H 1.95 1.36 2.11
C -0.12 -2.65 0.01
N 0.86 -1.62 -0.06
C 2.19 -2.14 0.14
H -0.03 -3.53 -0.61
H -0.26 -2.97 1.11
H -1.12 -2.21 -0.20
H 0.88 -1.08 -0.96
H 2.36 -2.67 1.13
H 2.48 -3.00 -0.54
H 2.93 -1.34 0.01
```